{
  "formula": "C25H51BrF5KN4O5SSi",
  "method": "ωB97M-V with the def2-TZVPD basis set",
  "e_lumo_ev": 4.12,
  "total_energy_ha": -5939.75377,
  "e_above_lowest_kcal_mol": 5.1,
  "charge": -2,
  "mol_weight_g_mol": 761.9,
  "gap_ev": 6.829,
  "elements": ["K", "N", "C", "C", "C", "C", "N", "H", "H", "H", "H", "H", "H", "H", "H", "H", "H", "H", "H", "C", "C", "C", "C", "O", "Si", "S", "O", "C", "C", "C", "C", "O", "C", "C", "C", "C", "H", "H", "H", "H", "H", "H", "H", "H", "H", "H", "H", "H", "H", "H", "H", "H", "H", "H", "H", "H", "H", "H", "H", "H", "H", "H", "H", "N", "C", "C", "N", "H", "H", "H", "H", "H", "H", "H", "H", "C", "O", "H", "H", "H", "H", "F", "C", "C", "F", "C", "F", "C", "O", "C", "F", "C", "F", "Br"],
  "positions_angstrom": [[-1.0026, 0.5908, 0.5624], [2.2253, 0.6644, -1.0568], [3.4131, 1.3929, -1.4791], [3.0065, 2.7367, -2.0734], [2.3134, 3.6669, -1.0640], [0.8570, 3.9823, -1.3836], [-0.0178, 2.8089, -1.2998], [2.4344, -0.2240, -0.6141], [1.6662, 0.4359, -1.8783], [4.0151, 0.8456, -2.2197], [4.0472, 1.5478, -0.5985], [2.3471, 2.5322, -2.9227], [3.8918, 3.2251, -2.4937], [2.8565, 4.6157, -1.0020], [2.3589, 3.2227, -0.0677], [0.8142, 4.4642, -2.3733], [0.4922, 4.7184, -0.6585], [0.2382, 2.1469, -2.0331], [-0.9628, 3.0920, -1.5405], [-3.5117, -3.7226, 1.4832], [-3.0866, -2.4597, 0.7423], [-3.7377, -2.4143, -0.6359], [-3.4295, -1.2067, 1.5383], [-1.6773, -2.4103, 0.5117], [-0.3946, -3.0615, 1.3399], [1.3410, -2.1969, 0.7553], [-0.8605, -2.8772, 2.9235], [-0.3411, -3.3874, 4.1428], [1.1660, -3.1597, 4.2219], [-0.6604, -4.8772, 4.2661], [-1.0461, -2.6135, 5.2516], [-0.4637, -4.7259, 1.1559], [-0.0137, -5.5310, 0.0746], [-0.3071, -4.8729, -1.2702], [-0.7879, -6.8424, 0.1931], [1.4826, -5.7923, 0.2305], [-4.6017, -3.7470, 1.5692], [-3.0762, -3.7520, 2.4808], [-3.1799, -4.6083, 0.9399], [-4.8233, -2.3150, -0.5487], [-3.5154, -3.3298, -1.1886], [-3.3400, -1.5704, -1.2010], [-4.4909, -1.1277, 1.7859], [-3.1709, -0.3418, 0.9286], [-2.8451, -1.1745, 2.4578], [1.6812, -3.6885, 3.4183], [1.5495, -3.5062, 5.1861], [1.3887, -2.0967, 4.1118], [-0.1584, -5.4452, 3.4851], [-1.7357, -5.0365, 4.1597], [-0.3458, -5.2496, 5.2453], [-0.8330, -1.5501, 5.1630], [-0.7208, -2.9593, 6.2366], [-2.1261, -2.7533, 5.1698], [-1.3775, -4.6850, -1.3753], [0.0141, -5.5266, -2.0857], [0.2186, -3.9214, -1.3578], [-1.8582, -6.6565, 0.0854], [-0.6143, -7.2870, 1.1753], [-0.4758, -7.5525, -0.5771], [2.0256, -4.8478, 0.2032], [1.8470, -6.4438, -0.5690], [1.6740, -6.2786, 1.1908], [3.1761, 0.0256, 2.7183], [2.3123, 0.7811, 3.6269], [1.8882, 2.0899, 2.9837], [1.0666, 1.8429, 1.8030], [2.5987, -0.4225, 2.0064], [3.6014, -0.7476, 3.2166], [2.8738, 1.0021, 4.5406], [1.4042, 0.2332, 3.9147], [2.7938, 2.6774, 2.7649], [1.2873, 2.6595, 3.6993], [1.6198, 1.4927, 1.0196], [0.6463, 2.7128, 1.4882], [-3.0344, 0.9966, -2.8232], [-1.9790, 0.3789, -2.1260], [-3.4848, 0.3207, -3.5601], [-2.6963, 1.8944, -3.3513], [-3.7979, 1.2757, -2.0948], [-1.2186, 0.2839, -2.7436], [-2.3720, 3.0770, 7.4146], [-2.3788, 2.8368, 6.0796], [-2.9915, 3.7137, 5.2023], [-3.5859, 4.8236, 5.6949], [-3.0004, 3.4745, 3.8438], [-3.6143, 4.3782, 3.0471], [-2.3797, 2.3412, 3.2451], [-2.3502, 2.1204, 2.0011], [-1.7837, 1.4677, 4.1993], [-1.2019, 0.3399, 3.7420], [-1.7729, 1.7063, 5.5549], [-1.1723, 0.8353, 6.3912], [0.3900, 0.7092, -4.3088]],
  "forces_ev_per_a": [[0.551, -0.337, -0.447], [-0.069, -0.102, -0.039], [0.025, -0.092, 0.037], [0.011, -0.010, -0.037], [-0.003, -0.041, 0.040], [-0.109, 0.087, 0.020], [0.027, 0.138, -0.071], [0.101, 0.010, 0.020], [-0.016, 0.021, 0.019], [0.004, 0.010, 0.000], [0.012, 0.031, -0.017], [-0.037, 0.020, -0.011], [0.023, -0.021, 0.043], [-0.039, 0.030, -0.034], [0.015, -0.030, -0.002], [0.018, -0.005, -0.008], [0.001, 0.002, -0.019], [0.003, -0.019, 0.058], [-0.016, 0.000, 0.048], [-0.055, -0.036, 0.011], [0.095, 0.011, 0.070], [-0.016, 0.010, -0.011], [-0.076, 0.043, -0.087], [-0.008, 0.004, -0.067], [0.012, -0.114, 0.054], [0.028, 0.052, -0.048], [-0.077, -0.046, 0.070], [0.083, 0.049, -0.043], [0.022, 0.018, 0.033], [-0.015, -0.012, 0.013], [0.004, -0.010, 0.014], [-0.014, 0.036, 0.019], [-0.015, -0.001, 0.029], [-0.001, -0.019, -0.053], [0.003, -0.010, -0.005], [0.024, -0.023, -0.011], [0.000, 0.006, -0.009], [-0.005, 0.011, -0.007], [-0.001, -0.024, -0.006], [-0.002, 0.001, 0.011], [0.015, -0.005, 0.004], [0.002, 0.005, -0.005], [-0.017, -0.099, -0.041], [-0.322, 0.030, 0.163], [-0.001, -0.011, 0.016], [-0.003, 0.008, 0.010], [-0.008, -0.013, 0.011], [-0.007, -0.040, -0.019], [0.011, 0.003, -0.023], [-0.006, -0.003, 0.009], [0.000, 0.005, 0.000], [0.005, 0.007, -0.003], [0.003, -0.014, -0.012], [-0.015, 0.001, 0.002], [0.003, 0.014, 0.014], [-0.002, -0.001, -0.003], [-0.001, 0.005, 0.012], [-0.007, 0.008, 0.001], [0.003, -0.002, 0.001], [0.006, 0.005, -0.005], [-0.008, 0.009, 0.003], [-0.010, -0.003, -0.007], [-0.005, 0.010, 0.008], [0.032, 0.024, 0.018], [-0.018, 0.022, -0.012], [-0.029, -0.036, 0.016], [0.204, 0.243, 0.128], [-0.017, -0.027, 0.040], [-0.024, -0.014, -0.014], [0.002, 0.012, -0.012], [0.026, 0.012, -0.019], [0.000, -0.011, 0.003], [-0.010, -0.025, 0.010], [-0.011, 0.033, 0.010], [-0.020, -0.124, -0.072], [0.055, 0.003, -0.047], [0.072, -0.086, 0.162], [-0.010, 0.011, 0.000], [-0.016, 0.005, -0.004], [-0.008, 0.014, -0.007], [-0.107, 0.065, -0.010], [0.003, 0.002, -0.008], [0.013, 0.000, 0.008], [-0.019, 0.011, -0.005], [-0.004, -0.013, -0.003], [0.072, 0.000, 0.056], [0.006, -0.007, -0.004], [-0.012, 0.028, -0.067], [-0.301, 0.210, 0.102], [-0.007, 0.023, 0.039], [0.017, 0.031, -0.016], [-0.003, -0.009, 0.021], [-0.016, 0.012, -0.001], [0.003, 0.034, -0.023]]
}